[1]
Molecular formula: C16H15CuN2O4S3
Method: DFT, ωB97M-V/def2-TZVPD

Geometry as XYZ:
```
41
Properties=species:S:1:pos:R:3:forces:R:3
Cu -0.212 -0.363 -0.365 0.05 0.09 0.47
O -1.581 -2.674 5.372 0.01 0.00 -0.02
S -2.493 -2.013 4.479 -0.01 0.01 0.01
O -3.333 -0.981 5.025 0.00 0.00 -0.01
N -1.711 -1.474 3.139 -0.03 0.01 -0.01
C -2.110 -2.098 2.067 0.26 0.41 0.14
S -1.563 -1.862 0.482 -0.38 -0.53 -0.49
C -3.164 -3.145 2.297 0.01 -0.04 0.01
C -3.790 -3.978 1.386 0.01 0.01 0.02
C -4.742 -4.871 1.859 0.00 0.00 -0.01
C -5.062 -4.929 3.213 0.00 0.00 0.01
C -4.433 -4.093 4.127 0.00 0.00 0.00
C -3.490 -3.214 3.636 0.00 -0.01 -0.01
H -3.527 -3.921 0.338 -0.01 -0.01 0.00
H -5.245 -5.534 1.166 0.00 0.00 0.00
H -5.809 -5.635 3.557 0.00 0.00 0.00
H -4.670 -4.127 5.182 0.00 0.00 0.00
O 1.514 -1.510 -1.200 -1.27 -0.21 0.40
N 0.522 1.318 -0.982 1.25 1.92 0.79
C 1.300 2.237 -1.396 -0.67 -0.31 -1.35
C 1.460 3.542 -1.849 0.06 -0.15 -0.18
C 2.552 4.012 -2.625 0.03 0.05 0.01
C 2.637 5.343 -2.969 -0.01 -0.02 0.00
C 1.662 6.260 -2.573 0.01 0.02 -0.01
C 0.580 5.809 -1.814 -0.01 -0.02 0.03
C 0.466 4.487 -1.453 -0.02 0.04 0.00
H 3.317 3.321 -2.945 0.00 0.00 0.01
H 3.479 5.677 -3.564 0.00 0.00 0.00
H 1.743 7.303 -2.851 0.00 0.00 0.00
H -0.187 6.507 -1.501 0.00 0.00 0.00
H -0.372 4.142 -0.862 0.00 0.00 0.00
C 4.401 -1.402 -2.506 0.03 0.19 -0.14
S 2.751 -0.676 -2.096 1.29 -0.31 0.44
C 3.182 0.925 -1.556 0.45 0.64 -0.89
O 2.855 -1.484 -0.551 0.21 0.35 -0.60
H 5.125 -1.218 -1.715 0.00 -0.01 0.00
H 4.707 -0.938 -3.445 0.04 0.01 0.01
H 4.255 -2.472 -2.659 -0.01 -0.01 0.03
H 3.436 1.344 -2.540 -0.05 0.13 0.03
H 4.079 0.971 -0.935 -0.13 -0.18 0.20
H 1.470 1.415 -0.372 -1.10 -2.08 1.10
```
Forces are in eV/Å.

Values from the calculation:
Multiplicity: 2
HOMO (alpha / beta): -0.12392 / -0.18941 Eh
Frontier orbital gap (alpha / beta): 5.97 / 7.62 eV
Lowest unoccupied orbital energy (alpha / beta): 2.60 / 2.47 eV
Energy: -105142.3230 eV
Energy above the lowest of the compared OMol25 structures with the same formula, charge and spin: 776.64 kJ/mol
Net charge: -1

---

[2]
Molecular formula: H4N4O
Method: DFT, ωB97M-V/def2-TZVPD

Geometry as XYZ:
```
9
Properties=species:S:1:pos:R:3:forces:R:3
N 0.278 0.355 -0.735 -0.57 -1.85 2.72
N 0.611 -0.498 0.401 -0.70 0.18 -2.01
N -0.423 -0.532 1.297 -1.36 -0.08 2.76
N -0.663 0.963 1.904 0.23 -1.97 -0.28
O -1.411 1.044 2.800 0.52 -0.58 -0.58
H 0.201 1.285 -0.413 0.28 1.03 -0.70
H 0.619 0.040 -1.608 0.49 0.10 -0.44
H 1.396 -0.156 0.882 1.57 0.74 0.27
H -0.273 -1.346 2.039 -0.46 2.43 -1.73
```
Forces are in eV/Å.

Values from the calculation:
Multiplicity: 1
HOMO: -0.32015 Eh
Frontier orbital gap: 8.76 eV
Lowest unoccupied orbital energy: 0.05 eV
Energy: -8067.6328 eV
Energy above the lowest of the compared OMol25 structures with the same formula, charge and spin: 120.39 kJ/mol

---

[3]
Molecular formula: C18H36Br10O4S2
Method: DFT, ωB97M-V/def2-TZVPD

Geometry as XYZ:
```
70
Properties=species:S:1:pos:R:3:forces:R:3
O 0.772 3.241 0.218 0.28 -0.87 0.14
S 0.738 1.790 0.046 -0.56 0.13 -0.29
O 1.090 0.875 1.122 -0.15 0.87 -0.23
C -0.893 1.338 -0.611 -0.72 -0.67 0.76
C -0.723 0.887 -2.056 0.51 -1.09 -0.41
C 0.606 1.433 -2.570 0.56 0.41 0.65
C 1.613 1.268 -1.421 0.32 -0.02 -0.14
H -1.704 2.051 -0.466 0.62 0.67 -0.05
H -1.193 0.551 0.089 0.07 -0.30 -0.40
H -0.640 -0.202 -2.104 -0.19 -0.09 0.22
H -1.537 1.144 -2.731 -0.13 0.26 0.29
H 0.449 2.494 -2.786 0.43 0.00 -0.21
H 1.023 0.904 -3.424 -0.39 0.11 -0.28
H 2.580 1.761 -1.530 -0.27 0.48 0.06
H 1.886 0.228 -1.225 -0.41 -0.13 -0.12
O -3.457 -3.142 -0.914 0.97 -0.21 -0.27
S -2.157 -3.787 -1.024 0.14 -0.57 0.15
O -0.986 -3.084 -1.535 -0.67 0.09 0.38
C -1.772 -4.580 0.597 0.08 0.18 -0.93
C -1.261 -5.956 0.209 0.00 -0.34 -0.58
C -2.222 -6.463 -0.875 -0.80 1.71 0.04
C -2.299 -5.348 -1.960 0.48 -0.58 0.74
H -2.732 -4.632 1.106 0.08 0.12 0.19
H -1.030 -3.985 1.120 -0.22 0.14 -0.01
H -0.249 -5.872 -0.194 0.10 -0.12 0.27
H -1.309 -6.670 1.030 0.38 0.21 0.20
H -3.182 -6.426 -0.348 -0.22 -0.87 -0.36
H -1.964 -7.416 -1.319 -0.17 -0.17 0.17
H -3.199 -5.281 -2.557 -0.14 -0.21 0.11
H -1.433 -5.508 -2.598 0.03 0.64 -0.18
Br -0.992 0.177 4.357 0.60 0.39 0.02
C 0.469 1.493 4.172 -0.45 0.45 -0.26
C 0.679 2.291 5.420 0.40 0.07 1.17
Br 1.960 3.726 5.028 -0.14 -0.12 -0.04
H 0.178 2.193 3.391 -0.22 -0.31 -0.15
H 1.368 0.990 3.837 -0.04 -0.20 0.07
H 1.142 1.762 6.253 0.06 -0.32 -0.30
H -0.200 2.755 5.859 -0.18 0.12 -0.56
Br 1.084 -1.177 -5.972 0.05 -0.31 -0.07
C -0.375 -2.471 -6.134 -0.66 0.41 -0.11
C -1.329 -2.142 -5.018 -0.71 0.78 1.23
Br -2.852 -3.362 -4.704 0.60 0.17 -0.53
H -0.012 -3.491 -6.146 0.26 0.07 0.21
H -0.843 -2.231 -7.084 0.09 -0.21 -0.09
H -1.820 -1.177 -5.147 0.03 -0.10 -0.59
H -0.878 -1.997 -4.036 0.32 -0.73 -0.08
Br -1.560 5.196 4.120 -0.12 -0.25 -0.31
C -1.315 4.900 2.181 0.36 0.57 0.58
C -2.592 4.482 1.510 -0.37 -0.36 0.58
Br -3.119 2.679 2.018 0.10 -0.31 0.12
H -0.469 4.227 2.093 -0.20 -0.18 -0.18
H -0.989 5.893 1.878 -0.12 -0.07 -0.40
H -2.574 4.444 0.427 0.32 0.34 -0.04
H -3.428 5.066 1.880 0.07 0.30 -0.30
Br 2.609 -4.258 1.277 -0.52 0.43 -0.10
C 2.032 -2.518 1.943 0.56 0.79 1.09
C 1.663 -2.561 3.415 -0.46 -0.68 -0.55
Br -0.072 -3.514 3.569 0.63 0.19 0.42
H 1.222 -1.994 1.445 -0.03 -0.61 -0.78
H 2.920 -1.890 1.865 0.01 -0.02 -0.15
H 1.464 -1.565 3.799 0.02 0.05 -0.01
H 2.420 -3.081 3.995 -0.24 -0.07 0.20
Br 4.384 3.521 0.147 -0.08 0.32 -0.32
C 3.270 5.081 -0.389 -0.06 -1.16 0.70
C 4.105 6.317 -0.353 -0.03 0.70 -0.43
Br 2.904 7.848 -0.544 -0.12 0.11 0.01
H 2.470 5.011 0.342 0.10 0.46 0.11
H 2.812 4.829 -1.340 0.34 0.20 -0.21
H 4.780 6.427 -1.197 0.02 -0.33 -0.02
H 4.668 6.505 0.553 -0.18 -0.34 0.19
```
Forces are in eV/Å.

Values from the calculation:
Multiplicity: 1
HOMO: -0.36182 Eh
Frontier orbital gap: 10.09 eV
Lowest unoccupied orbital energy: 0.25 eV
Energy: -749535.0257 eV

---

[4]
Molecular formula: C5H8AuO5
Method: DFT, ωB97M-V/def2-TZVPD

Geometry as XYZ:
```
19
Properties=species:S:1:pos:R:3:forces:R:3
O -0.777 1.528 -0.605 -0.39 0.02 0.27
C -1.508 0.680 -1.429 -3.48 2.17 -1.62
C -1.007 1.204 0.775 -0.12 0.12 0.65
O -1.797 1.003 -2.556 1.55 -1.32 1.53
O -2.260 -0.131 -0.672 0.45 -0.32 0.02
C -1.882 -0.036 0.704 0.04 -0.60 -0.03
H -1.519 2.053 1.245 0.22 -0.16 -0.20
H -0.046 1.006 1.267 -0.35 0.22 -0.08
H -1.309 -0.943 0.933 -0.50 0.27 0.28
H -2.788 0.044 1.313 0.24 -0.13 -0.19
O 2.137 0.717 0.505 1.98 -1.84 4.20
O 0.607 -0.569 -1.383 -0.84 -4.12 0.04
C 2.332 -0.652 0.343 1.39 -1.76 0.34
C 1.094 -1.303 -0.296 -0.65 -1.29 0.87
H 2.531 -1.161 1.311 -0.23 0.34 -0.32
H 3.215 -0.887 -0.296 -0.43 0.41 0.24
H 0.330 -1.369 0.509 0.36 -0.08 -0.39
H 1.333 -2.349 -0.580 0.01 0.53 0.01
Au 1.313 1.162 -1.087 0.78 7.54 -5.61
```
Forces are in eV/Å.

Values from the calculation:
Multiplicity: 4
HOMO (alpha / beta): -0.24006 / -0.36286 Eh
Frontier orbital gap (alpha / beta): 7.06 / 6.93 eV
Lowest unoccupied orbital energy (alpha / beta): 0.53 / -2.94 eV
Energy: -19235.6255 eV
Energy above the lowest of the compared OMol25 structures with the same formula, charge and spin: 0.00 kJ/mol

---

[5]
Molecular formula: C4H7NO2
Method: DFT, ωB97M-V/def2-TZVPD

Geometry as XYZ:
```
14
Properties=species:S:1:pos:R:3:forces:R:3
C 1.616 0.329 -0.047 -1.49 1.86 -2.86
C -0.964 -0.435 0.136 -1.42 1.79 -1.71
N -0.574 -1.678 -0.241 0.18 -0.43 -0.11
C 0.919 1.166 -0.712 3.52 -0.90 1.70
C -1.672 -0.037 1.192 0.68 -0.23 0.14
O 2.899 -0.050 0.012 0.64 -0.33 0.97
O -0.846 0.576 -1.013 -0.77 -2.26 1.75
H 3.499 0.632 -0.329 -0.33 -0.03 0.03
H -1.461 1.301 -0.828 -0.07 -0.15 0.25
H -0.732 -2.434 0.410 -0.21 0.36 0.04
H 0.263 -1.821 -0.781 0.16 0.55 0.04
H 0.852 2.152 -1.126 -0.77 -0.11 -0.24
H -1.585 -0.594 2.111 -0.33 -0.24 0.02
H -2.216 0.893 1.217 0.21 0.13 -0.03
```
Forces are in eV/Å.

Values from the calculation:
Multiplicity: 1
HOMO: -0.28444 Eh
Frontier orbital gap: 8.44 eV
Lowest unoccupied orbital energy: 0.70 eV
Energy: -9840.5045 eV
Energy above the lowest of the compared OMol25 structures with the same formula, charge and spin: 653.71 kJ/mol

---

[6]
Molecular formula: C3H8N3S
Method: DFT, ωB97M-V/def2-TZVPD

Geometry as XYZ:
```
15
Properties=species:S:1:pos:R:3:forces:R:3
C 1.194 -0.583 0.156 1.21 -0.88 -0.14
C 0.730 1.950 -0.262 -0.23 -0.37 1.28
C -1.153 0.210 -0.098 0.26 1.43 -0.96
N -0.150 -0.716 0.154 -1.44 1.26 -0.41
N 1.898 -1.778 -0.002 -2.60 2.81 1.40
N -2.368 0.052 0.416 5.39 -3.52 5.28
S 1.986 0.978 0.363 -0.97 -0.81 0.13
H 0.736 2.051 -1.311 -0.27 0.06 -1.00
H 0.109 2.594 0.355 0.81 0.32 0.05
H -1.072 1.132 -0.730 0.50 -1.93 -0.10
H -0.506 -1.635 0.366 0.00 -0.27 0.04
H 1.385 -2.560 -0.321 -0.25 -0.86 -0.49
H 2.749 -1.604 -0.412 2.59 -0.15 -0.84
H -2.426 -0.445 1.358 -0.58 0.94 -1.93
H -3.111 0.354 -0.033 -4.40 1.97 -2.30
```
Forces are in eV/Å.

Values from the calculation:
Multiplicity: 1
HOMO (alpha / beta): -0.43624 / -0.41699 Eh
Frontier orbital gap (alpha / beta): 7.40 / 6.82 eV
Lowest unoccupied orbital energy (alpha / beta): -4.47 / -4.53 eV
Energy: -18536.4719 eV
Energy above the lowest of the compared OMol25 structures with the same formula, charge and spin: 292.72 kJ/mol
Net charge: +1